--- a ---
Here is 2 unconnected molecules or ions with the total composition C10H13O2 from the Open Molecules 2025 dataset. Energies are from ωB97M-V/def2-TZVPD.

Geometry (Å):
1 C 0.18 -0.30 1.88
2 H -0.52 2.53 -1.27
3 C -1.59 0.64 -1.47
4 C -0.73 1.78 -2.03
5 H -1.75 -0.10 -2.25
6 O 1.67 1.44 -1.84
7 H -1.29 0.32 -0.49
8 O 0.58 0.50 -3.58
9 H 0.17 1.48 3.09
10 C -0.56 -1.25 1.17
11 H 2.25 0.17 2.28
12 H -1.16 2.15 -2.96
13 H -0.87 1.45 1.60
14 C 0.66 1.14 -2.51
15 H -0.73 -2.92 -0.12
16 H -1.64 -1.11 1.22
17 C -0.06 -2.22 0.36
18 C 1.55 -0.52 1.81
19 C 1.31 -2.24 0.08
20 H 3.14 -1.26 0.61
21 H 1.78 -2.85 -0.67
22 H -1.35 0.66 3.13
23 C 2.09 -1.37 0.85
24 C -0.51 0.89 2.47
25 H -2.62 1.00 -1.37

Total charge: -1
E_HOMO (eV): -3.68

--- b ---
Here is 2 unconnected molecules or ions with the total composition C10H13O2 from the Open Molecules 2025 dataset. Energies are from ωB97M-V/def2-TZVPD.

Geometry (Å):
1 C -2.50 -0.55 1.83
2 H -4.31 -1.91 0.40
3 H 1.29 0.20 -2.04
4 H -4.24 -0.95 -1.08
5 H 1.20 -0.19 -0.27
6 H -0.48 1.92 -0.28
7 H 3.13 -1.95 -1.58
8 O 3.26 0.99 0.18
9 H -2.52 0.89 -1.21
10 C -1.35 0.03 2.37
11 C -0.57 0.84 1.56
12 C 2.06 -1.76 -1.50
13 H -3.07 -1.28 2.41
14 C 3.11 0.51 -0.97
15 O 3.87 0.59 -1.95
16 H 1.67 -2.04 -2.49
17 C 1.78 -0.27 -1.19
18 H -5.06 -0.33 0.35
19 C -4.19 -0.90 0.00
20 C -1.00 1.16 0.28
21 H -1.13 -0.18 3.40
22 C -2.14 0.57 -0.25
23 H 0.39 1.22 1.88
24 C -2.90 -0.32 0.52
25 H 1.63 -2.40 -0.72

Total charge: -1
E_HOMO (eV): -3.83

Which structure is the most stable? The one labeled b.

--- a ---
Here is a gas-phase ion, C6H12NO (charge -2) from the Open Molecules 2025 dataset. Energies are from ωB97M-V/def2-TZVPD.

Geometry (Å):
1 O 2.92 -0.64 0.47
2 H 2.11 1.32 0.33
3 C 0.61 -0.16 -0.48
4 C -3.04 1.37 0.75
5 N 0.90 -1.49 -1.01
6 H -3.84 2.08 0.49
7 H -2.34 1.36 -1.35
8 H 0.06 -2.04 -0.88
9 C -0.11 -0.11 0.86
10 H -0.20 0.84 1.38
11 H 0.11 -0.89 1.58
12 C 2.18 0.32 -0.18
13 H -2.48 1.81 1.60
14 C -2.13 0.91 -0.37
15 H 1.72 -1.80 -0.47
16 H 0.44 0.62 -1.24
17 H 2.66 0.54 -1.16
18 H -1.59 -1.29 -0.21
19 C -1.26 -0.21 -0.18
20 H -3.56 0.46 1.17

Total charge: -2
Multiplicity: 2
Expectation value of S²: 0.766
E_HOMO (alpha / beta) (eV): 3.22 / 2.48

--- b ---
Here is a gas-phase ion, C6H12NO (charge -2) from the Open Molecules 2025 dataset. Energies are from ωB97M-V/def2-TZVPD.

Geometry (Å):
1 C -0.03 -0.36 2.35
2 H 2.79 0.18 0.17
3 H -0.64 1.21 1.06
4 C 0.06 0.30 -1.58
5 N -0.45 0.23 0.92
6 H -2.26 -1.48 -3.53
7 O -0.05 0.58 3.27
8 H 0.83 -1.07 -0.04
9 C 1.88 0.76 0.15
10 C -0.60 -0.86 -2.28
11 H 1.82 1.02 1.22
12 H 1.02 0.46 -2.10
13 H -2.30 0.16 -2.59
14 H 1.05 -0.70 2.32
15 H -0.62 1.15 -1.64
16 H 2.00 1.66 -0.44
17 H -0.05 -1.80 -2.37
18 H -0.81 -1.16 2.38
19 C -1.78 -0.75 -2.92
20 C 0.50 -0.01 -0.10

Total charge: -2
Multiplicity: 2
Expectation value of S²: 0.751
E_HOMO (alpha / beta) (eV): 3.87 / -0.28

Which structure is the most stable? The one labeled b.

--- a ---
Here is a molecular structure, C12H38O7 from the Open Molecules 2025 dataset. Energies are from ωB97M-V/def2-TZVPD.

Geometry (Å):
1 H -0.85 -0.22 -1.42
2 H -1.78 -1.35 0.52
3 O 1.35 -0.07 0.01
4 O -1.54 -0.80 -1.74
5 H 1.25 0.14 -2.69
6 H 3.79 -1.20 -0.05
7 H 0.97 -1.73 -1.17
8 O 1.97 3.51 -0.63
9 H -0.82 0.61 0.00
10 C 0.82 3.89 0.04
11 H 2.18 0.88 2.55
12 H -0.49 0.69 -1.48
13 C -0.35 3.02 -0.43
14 H -3.48 -1.76 1.90
15 C 0.93 -0.86 2.38
16 C 1.80 -1.06 -0.96
17 C 2.16 -0.18 -2.18
18 H 0.53 0.26 -0.35
19 H -2.20 -2.75 0.13
20 H -3.47 -2.28 -0.96
21 H -0.38 -2.59 -1.61
22 H -0.75 0.32 2.41
23 H -1.50 0.99 1.12
24 H 0.27 0.71 1.02
25 H -1.34 3.22 -0.03
26 C -2.27 0.37 1.58
27 H -2.77 -3.77 -1.20
28 H 2.33 -0.70 1.25
29 H -2.75 -0.11 -0.36
30 H 1.05 0.67 3.83
31 O -0.39 1.16 -2.29
32 O 1.71 -1.40 1.45
33 H 0.84 4.02 1.12
34 H -1.56 -2.52 -2.83
35 H 2.65 -2.39 0.56
36 H -0.51 3.10 -1.50
37 H 0.45 -1.57 3.05
38 H 3.09 -2.52 -1.16
39 C 2.95 -1.83 -0.33
40 H 2.73 -0.86 -2.81
41 H -0.80 0.71 -3.03
42 H -3.09 1.09 1.68
43 C -2.65 -0.70 0.55
44 H -0.91 -0.70 1.00
45 H 2.63 -0.26 3.76
46 H 2.85 0.62 -1.95
47 C -1.37 -2.20 -1.81
48 H 0.51 1.31 -2.57
49 O -0.37 0.14 -0.71
50 H -0.17 1.95 -0.30
51 H 0.75 4.88 -0.42
52 C 1.76 0.12 3.22
53 C -0.20 -0.11 1.57
54 H -1.99 0.06 2.58
55 O -3.78 -1.36 1.08
56 C -2.49 -2.75 -0.92
57 H 2.69 4.12 -0.48

E_HOMO (eV): -7.40

--- b ---
Here is 7 unconnected molecules or ions with the total composition C12H38O7 from the Open Molecules 2025 dataset. Energies are from ωB97M-V/def2-TZVPD.

Geometry (Å):
1 H -1.67 -0.37 0.06
2 O -0.49 3.27 1.81
3 O -1.54 0.62 -0.12
4 H -3.53 1.04 -0.64
5 H -1.47 3.08 3.54
6 C 2.17 -0.52 3.53
7 H 2.36 0.46 1.60
8 O 1.43 0.51 -1.58
9 C -3.00 3.09 2.12
10 H 2.90 1.87 -1.37
11 C -0.41 -3.51 1.64
12 H -1.89 -4.31 2.99
13 H 0.44 -2.32 -3.14
14 H 2.39 -1.52 3.12
15 C 1.09 2.90 -1.54
16 H 1.64 1.44 2.73
17 H -3.29 0.12 -3.07
18 C 0.89 -1.97 -4.11
19 H 0.36 -2.61 -4.82
20 H 1.76 1.71 0.01
21 H -2.94 -1.07 -1.83
22 H 2.03 -0.23 -1.18
23 H -3.04 1.97 2.11
24 C -2.59 -0.11 -2.22
25 H -2.48 -3.31 1.62
26 H -3.77 3.40 2.84
27 H -0.29 -4.46 1.16
28 C -1.66 3.56 2.56
29 C 1.64 0.40 2.43
30 H 1.47 -1.98 -0.17
31 H -0.12 0.81 1.72
32 O 2.45 -1.94 -0.35
33 O 0.41 0.00 1.98
34 C -2.53 0.88 -1.09
35 H 3.13 -0.23 3.96
36 H 0.01 2.71 -1.41
37 H -0.05 -1.66 1.14
38 O -0.24 -2.46 0.69
39 H -2.21 1.80 -1.51
40 O 0.48 -0.60 -4.39
41 C 2.42 -2.07 -4.26
42 H 2.90 -2.28 0.46
43 H 1.48 -0.62 4.32
44 C -1.70 -3.43 2.38
45 H 2.87 -1.51 -3.42
46 H 0.41 -3.53 2.39
47 C 1.87 1.76 -1.06
48 H 0.74 -0.04 -3.66
49 H 1.45 3.80 -1.04
50 H -0.55 3.87 1.06
51 H -1.65 -0.30 -2.68
52 H 2.69 -1.71 -5.24
53 H 2.74 -3.13 -4.18
54 H -1.71 -2.47 2.94
55 H 1.09 3.11 -2.63
56 H -3.16 3.40 1.07
57 H -1.76 4.68 2.71

SMILES: CCO.CCO.CCO.CCO.CCO.CCO.O
E_HOMO (eV): -9.60

Which structure is the most stable? The one labeled b.